Below is C9H20F3KMgNO6S2 as an isolated structure in a non-equilibrium geometry, with properties calculated with the ωB97M-V functional and the def2-TZVPD basis.

## Properties
orbital gap: 1.9 eV
HOMO: -0.3396 Eh
net charge: +1
spin multiplicity: 1
energy: -75001.319 eV

CARTESIAN COORDINATES (ANGSTROEM)
1 C 0.9695 -1.1335 -0.0547
2 C 0.4491 -2.6429 0.3158
3 O -1.0283 -2.5656 0.5413
4 N -1.5261 -2.4133 -0.6980
5 C -2.3771 -1.1729 -0.8476
6 F -3.0311 -1.2222 -2.1764
7 C -3.5245 -0.9694 0.3053
8 C -4.1173 0.5813 0.1009
9 S -2.2985 -3.8539 -1.3105
10 O -1.7737 -5.1179 -0.5369
11 O -1.7631 -4.0400 -2.7832
12 F -4.0125 -3.8455 -1.2473
13 H 0.8706 -0.8618 -1.1971
14 H 0.3085 -0.3294 0.5215
15 H 2.0964 -1.0110 0.2955
16 H 0.6045 -3.2995 -0.6654
17 H 1.0255 -3.1729 1.1851
18 H -1.6409 -0.2452 -0.7918
19 H -3.1316 -1.0025 1.4103
20 H -4.4632 -1.6735 0.1980
21 H -4.5997 1.0081 1.0931
22 H -3.2335 1.3300 -0.1811
23 H -4.8620 0.6135 -0.8143
24 K -5.6620 2.3127 0.3041
25 F -1.9620 -2.6623 2.0916
26 C 4.9697 2.0944 0.1187
27 C 4.4828 3.3472 0.8454
28 C 3.0111 3.5433 0.4855
29 S 2.3626 1.9170 0.1301
30 O 2.0003 1.8615 -1.2705
31 O 1.4470 1.5279 1.1841
32 C 3.8980 1.0399 0.3513
33 H 5.9452 1.7642 0.4875
34 H 5.0653 2.3027 -0.9537
35 H 4.5818 3.2024 1.9280
36 H 5.0756 4.2271 0.5765
37 H 2.4501 3.9852 1.3129
38 H 2.8969 4.1573 -0.4121
39 H 3.9564 0.2059 -0.3502
40 H 3.9266 0.6697 1.3804
41 Mg -4.6620 -4.8853 -2.7249
42 O -1.8057 3.1446 0.7882
43 H -0.9184 3.2848 1.0644

Here are the Mulliken charges for atoms 1 to 8, given in e:
1 C -0.74
2 C -0.15
3 O 0.15
4 N 0.12
5 C -0.19
6 F -0.40
7 C -0.10
8 C -1.35